1.
DFT (ωB97M-V/def2-TZVPD) results for C14H13Cl2N4O2PdS as an isolated structure.

Positions of all 37 atoms, in Å:
Pd  2.049  -1.134  0.917
N  3.325  2.085  2.975
C  2.617  1.590  4.045
C  1.977  0.471  3.610
N  2.298  0.296  2.286
C  3.112  1.285  1.927
C  3.522  1.255  0.540
N  3.051  0.223  -0.156
C  3.454  0.373  -1.460
C  4.190  1.515  -1.537
N  4.219  2.054  -0.272
H  3.902  2.914  3.000
H  2.628  2.070  5.009
H  1.327  -0.191  4.155
H  3.221  -0.336  -2.236
H  4.696  1.977  -2.367
H  4.693  2.911  -0.022
Cl  1.315  -2.947  2.296
C  1.934  -4.115  1.073
Cl  2.273  -3.173  -0.416
H  1.157  -4.841  0.864
H  2.856  -4.553  1.439
O  -7.288  -0.316  -2.620
C  -6.403  0.353  -1.943
O  -6.623  1.256  -1.181
C  -4.935  0.104  -1.842
C  -4.478  -0.912  -0.947
C  -3.158  -1.020  -0.691
C  -2.204  -0.094  -1.299
S  -0.614  -0.152  -0.965
C  -2.721  0.931  -2.208
C  -4.044  1.035  -2.451
H  -6.926  -0.964  -3.243
H  -5.197  -1.579  -0.488
H  -2.773  -1.787  -0.032
H  -2.009  1.607  -2.664
H  -4.443  1.808  -3.094

The energy relative to the best compared isomer or geometry (same formula, charge and spin) is 0.0 kJ/mol. The calculation puts the HOMO energy (alpha / beta) at -17.6896 / -17.6896 eV. Its charge is +3. Its HOMO-LUMO gap (alpha / beta) is 5.697 / 5.700 eV.

=====

2.
DFT (ωB97M-V/def2-TZVPD) results for a 2-piece molecular cluster, C4H13NOS overall.

Positions of all 20 atoms, in Å:
C  2.681  0.271  -0.421
N  1.413  0.952  -0.200
C  0.239  0.276  -0.758
C  -0.994  0.759  0.016
S  -2.452  0.988  -1.064
C  0.258  -1.259  -0.774
H  2.815  -0.635  0.162
H  3.514  0.936  -0.175
H  2.750  0.049  -1.487
H  1.249  1.103  0.783
H  0.105  0.616  -1.795
H  -0.762  1.731  0.461
H  -1.283  0.076  0.802
H  -3.356  0.805  -0.095
H  -0.737  -1.566  -1.091
H  0.413  -1.650  0.230
H  1.007  -1.683  -1.442
H  1.978  -2.717  3.269
H  0.598  -2.916  3.901
O  1.107  -2.291  3.360

The energy relative to the best compared isomer or geometry (same formula, charge and spin) is 75.2 kJ/mol. The calculation puts the HOMO energy at -8.7334 eV. Its HOMO-LUMO gap is 9.377 eV.

=====

3.
DFT (ωB97M-V/def2-TZVPD) results for a 2-piece molecular cluster, C26H21F3N2 overall at a distorted geometry.

Positions of all 52 atoms, in Å:
F  6.092  3.312  -4.004
C  5.927  2.122  -3.353
F  6.640  1.184  -4.045
F  6.526  2.253  -2.123
C  4.482  1.744  -3.206
C  4.137  0.395  -3.125
C  2.814  0.048  -2.926
C  1.802  1.042  -2.767
C  0.453  0.653  -2.542
C  -0.550  1.607  -2.464
N  -1.437  2.386  -2.448
C  2.191  2.408  -2.908
C  3.520  2.748  -3.118
H  4.907  -0.366  -3.226
H  2.527  -1.007  -2.904
H  0.196  -0.379  -2.769
H  1.437  3.197  -2.885
H  3.814  3.790  -3.219
C  -5.528  0.963  -0.749
N  -4.317  0.469  -0.124
C  -3.141  0.298  -0.770
C  -2.170  -0.229  0.125
C  -0.884  -0.632  -0.236
C  0.120  -0.995  0.724
C  0.294  -0.290  1.948
C  1.161  -0.754  2.928
C  1.883  -1.941  2.748
C  2.741  -2.472  3.858
C  1.774  -2.612  1.520
C  0.949  -2.130  0.514
C  -2.885  -0.413  1.407
C  -2.616  -1.057  2.607
C  -3.594  -1.072  3.621
C  -4.871  -0.526  3.418
C  -5.199  0.043  2.176
C  -4.198  0.078  1.213
H  -6.290  1.082  0.025
H  -5.322  1.925  -1.234
H  -5.891  0.264  -1.516
H  -3.030  0.597  -1.807
H  -0.762  -0.941  -1.269
H  -0.287  0.616  2.122
H  1.277  -0.207  3.868
H  3.250  -3.388  3.544
H  3.501  -1.740  4.162
H  2.146  -2.703  4.753
H  2.354  -3.527  1.373
H  0.873  -2.658  -0.439
H  -1.660  -1.552  2.750
H  -3.356  -1.526  4.585
H  -5.613  -0.553  4.219
H  -6.188  0.446  1.963

The calculation puts the HOMO energy at -6.1928 eV. Its HOMO-LUMO gap is 4.305 eV.